Entry 1:
This record from the Open Molecules 2025 dataset describes C21H44BaF8O17RbS4 as an isolated structure in a non-equilibrium geometry. The level of theory is ωB97M-V with the def2-TZVPD basis set.

Geometry (Å):
Ba: 2.993226 0.366257 -4.339309
Rb: 0.242786 -0.408603 -1.082979
S: -1.797944 3.231527 -0.710359
S: -2.474784 -0.598823 2.058721
S: 1.892446 -3.136713 1.804081
S: -2.576544 -3.188953 -2.654369
F: 5.753196 3.320537 1.979731
F: 0.751926 0.413397 6.018591
F: 0.248216 2.318387 5.147041
F: 3.219986 0.528637 4.562141
F: 1.694946 1.070427 3.222101
F: 5.192706 4.604707 3.479411
F: 5.502996 2.324607 5.343831
F: 6.071206 1.239167 3.569171
O: -3.523044 0.402897 2.390881
O: -3.935604 -2.336933 -3.178749
O: -3.091934 -4.254453 -1.776389
O: 2.453616 -4.541603 1.039781
O: 3.488466 -0.733103 -1.682579
O: 0.341746 1.380027 -3.550919
O: 1.471476 -3.547833 3.135481
O: 2.928536 2.666737 4.232721
O: 1.104646 -2.269683 0.919981
O: -2.055884 -0.813633 0.678741
O: -3.106504 -1.977593 2.805201
O: -0.971904 3.687567 -1.820369
O: -1.164134 2.290187 0.196251
O: -2.331704 4.514497 0.129021
O: -1.498324 -2.298023 -2.263159
O: 3.675236 2.383167 -2.436639
O: 1.113006 -0.212083 -6.411809
C: -0.462094 0.833057 -4.623749
C: 0.036086 -0.396023 -5.546439
C: -3.454974 2.708477 -1.496929
C: 2.257366 1.452807 4.382141
C: 5.142806 3.305087 3.174321
C: 1.959906 -4.965083 -1.179099
C: 3.019896 -4.453163 -0.210219
C: -4.624104 -3.760293 2.603831
C: -5.362414 -0.762483 -4.148319
C: 3.515046 -2.203773 2.189031
C: -3.064524 6.792177 0.220521
C: 5.986406 2.473387 4.111611
C: -2.981914 5.536807 -0.650019
C: 4.159236 1.761657 -1.231099
C: 3.699006 2.737137 3.037711
C: -3.367194 -3.102863 2.087401
C: -1.945654 -3.977963 -4.184639
C: 3.705366 0.286677 -0.740859
C: -1.001784 -0.426273 3.274531
C: -3.895064 -1.076113 -3.817559
C: 1.241196 1.551717 5.518431
H: -0.757844 1.649687 -5.282349
H: -6.027274 -1.568203 -4.459569
H: 3.970736 -1.824513 1.274361
H: -2.503514 -3.761143 1.993401
H: -3.389254 3.132397 -2.498969
H: 3.844816 1.789077 2.520001
H: -3.604594 -2.775003 1.075351
H: -2.787084 -4.429433 -4.710249
H: -3.409734 -0.299593 -3.226319
H: -1.298764 -0.433423 4.323271
H: -4.195704 3.077757 -0.787669
H: 2.209246 -6.017373 -1.315569
H: -3.883824 6.788407 0.939421
H: -4.543934 -4.427273 3.462211
H: 3.086986 3.307607 2.339071
H: -1.600794 -3.194673 -4.859649
H: 0.924636 -5.060413 -0.851649
H: -0.394334 -1.302293 3.047201
H: -3.107214 7.673137 -0.419939
H: -0.551284 0.544857 3.069411
H: 4.363766 -0.002293 0.078351
H: 0.236096 -1.206113 -4.845119
H: -3.313064 1.632097 -1.400119
H: 3.888576 2.486997 -0.463809
H: -0.870774 -0.831173 -5.966389
H: -2.167154 6.785077 0.839211
H: 4.223456 -2.812063 2.751371
H: 1.909646 -4.587143 -2.200239
H: -2.378294 5.807347 -1.516369
H: 7.017956 2.825347 4.100751
H: -5.509414 -3.130343 2.690441
H: 5.239586 1.735737 -1.373449
H: -5.030954 -4.419613 1.837111
H: -5.414974 -0.271913 -5.120259
H: -1.351844 0.515257 -4.080199
H: 3.269666 -1.454223 2.941401
H: -3.979704 5.253617 -0.985159
H: 1.691106 2.023457 6.392011
H: -3.253274 -1.231673 -4.684749
H: 2.809736 0.317337 -0.120379
H: -5.932624 -0.182283 -3.422829
H: 3.395376 -3.448903 -0.406659
H: 3.998686 -4.930943 -0.252609
H: -0.997454 -4.482843 -3.999919

Forces on atoms 1 to 6 (eV/Å):
Ba -1.6 1.3 1.8
Rb 0.5 0.6 -0.5
S 1.1 0.5 -2.6
S -1.7 1.0 2.8
S 3.1 1.0 0.6
S -0.3 -0.8 -0.7

Summary:
HOMO level = -3.25 eV
Charge = -1
HOMO-LUMO gap = 5.118 eV
F_max = 0.08528 hartree/bohr
LUMO = 1.87 eV
E = -123721.9546 eV

=====

Entry 2:
This record from the Open Molecules 2025 dataset describes a 3-piece molecular cluster, C21H44BrN2O2P overall. The level of theory is ωB97M-V with the def2-TZVPD basis set.

Geometry (Å):
Br: -0.353105 -3.101806 -0.679712
P: 4.107356 -2.343163 1.025228
O: -1.369081 -0.362871 3.634692
O: 1.664133 0.630714 -2.451067
N: 1.961103 1.081419 -3.614646
N: -2.635604 -0.407302 3.839387
C: -1.909208 -1.111127 6.066030
C: 2.045576 3.516649 -3.373424
C: 1.243775 2.355173 -3.967692
C: -3.028148 -1.228823 5.035881
C: -3.444222 -0.514847 2.577628
C: 2.879780 -0.957677 0.971108
C: -4.848168 0.079733 2.730065
C: -2.730971 0.282274 1.490157
C: 3.418481 0.936498 -3.959208
C: 1.065089 2.517879 -5.480351
C: 1.618565 -1.134106 0.127743
C: 3.514093 3.500582 -3.787811
C: -3.185197 -2.692729 4.599009
C: 3.935281 -0.320819 -3.265174
C: -4.010281 -2.887145 3.327214
C: -4.310238 -0.705148 5.690330
C: -0.147883 2.295021 -3.347222
C: 4.174666 2.168120 -3.440721
C: -3.501155 -1.995776 2.198578
C: 0.648390 -2.152487 0.705852
C: 3.630654 0.748984 -5.464450
H: -5.270639 0.216998 1.734278
H: 1.981410 3.454263 -2.282603
H: 3.469449 1.650606 -6.046382
H: 3.339701 -1.191118 -3.542247
H: 5.189331 2.132132 -3.845815
H: -1.715946 -0.066699 6.311205
H: -0.983247 -1.552536 5.709333
H: 3.448755 -0.121442 0.553938
H: -0.703147 1.436516 -3.726821
H: 3.617270 3.713885 -4.855147
H: 4.967095 -0.488971 -3.578610
H: -4.242007 0.370548 5.858235
H: 2.973812 -0.032703 -5.848245
H: -4.428363 -1.193558 6.657961
H: -2.491035 -2.314045 1.920806
H: -2.187304 -3.112177 4.439634
H: 4.263665 2.087986 -2.353027
H: 2.639098 -0.661071 1.994772
H: -0.685995 3.205099 -3.617193
H: -0.104286 2.220553 -2.264623
H: -0.115890 -1.688593 1.323101
H: 4.301560 -2.412171 -0.374527
H: -3.321705 0.223262 0.574977
H: 4.042124 4.302244 -3.268089
H: -3.937902 -3.931723 3.019200
H: -4.804871 1.054376 3.217554
H: 0.318564 3.293277 -5.655181
H: 1.903659 -1.414539 -0.885016
H: 1.966621 2.824655 -6.000724
H: -5.210108 -0.908043 5.119140
H: -5.537614 -0.552225 3.280431
H: -3.632828 -3.244967 5.429525
H: -4.121458 -2.104872 1.305302
H: -5.070444 -2.701085 3.520037
H: -1.737656 -0.107509 1.287329
H: 3.910735 -0.224016 -2.182737
H: 0.703121 1.591829 -5.928223
H: -2.220862 -1.631037 6.973665
H: 1.108199 -0.175286 0.032266
H: -2.636050 1.330095 1.777955
H: 1.142331 -2.934369 1.270932
H: 3.209171 -3.433868 1.059561
H: 1.567608 4.453794 -3.670483
H: 4.662400 0.439287 -5.632869

Forces on atoms 1 to 6 (eV/Å):
Br 0.0 0.1 0.0
P 0.0 0.1 0.0
O -0.2 0.2 0.1
O -0.1 -0.1 -0.3
N 0.3 0.3 0.5
N 0.3 -0.5 -0.2

Summary:
HOMO level (alpha / beta) = -8.03 / -9.18 eV
2S+1 = 3
Charge = 0
HOMO-LUMO gap (alpha / beta) = 8.789 / 9.759 eV
Expectation value of S² = 2.01
F_max = 0.01242 hartree/bohr
LUMO (alpha / beta) = 0.76 / 0.58 eV
E = -108894.0500 eV

=====

- Which of these has the highest charge?
  C21H44BrN2O2P

=====

- Which of these has the highest F_max?
  C21H44BaF8O17RbS4

=====

- What is the formula in the first record?
  C21H44BaF8O17RbS4